A molecular structure, C42H41NO2P2S2Sn at a distorted geometry, computed with ωB97M-V/def2-TZVPD.

The value obtained for the HOMO energy is -7.053 eV. For the LUMO energy, the calculation gives -0.78 eV. As for the orbital gap: 6.273 eV. The largest force on an atom is 4.14 eV/Å. The calculation puts the total energy at -95879.7749 eV.

Structure (XYZ):
```
91
Properties=species:S:1:pos:R:3:forces:R:3
Sn 1.87932 -1.16283 -5.84494 2.70 -1.68 2.65
C -2.34687 0.51731 0.51749 -0.28 -0.37 -0.37
C -2.66087 0.48089 -0.78091 -0.03 -0.50 0.20
C -3.19413 1.62318 -1.59047 0.12 0.38 -0.40
C -2.08105 2.44862 -2.29975 -0.40 -0.47 -0.20
C -0.88478 2.79774 -1.46670 0.18 0.52 0.36
C -0.90538 3.14556 -0.17754 0.33 0.22 -0.44
C -2.08911 3.09701 0.74183 -0.10 0.29 0.43
C -2.31083 1.71567 1.41229 0.08 0.47 0.22
C 1.19078 0.39933 -4.47504 -0.21 0.01 -0.35
H -2.14165 -0.42178 1.03611 0.32 0.12 -0.32
H -2.54482 -0.45812 -1.34429 -0.06 0.22 0.47
H -3.81066 2.28810 -0.97212 0.12 -0.32 -0.27
H -3.85824 1.21840 -2.37712 0.16 0.19 0.30
H -1.71575 1.86644 -3.16069 -0.17 0.13 0.10
H -2.55412 3.36370 -2.70056 0.25 -0.22 0.00
H 0.06710 2.79317 -2.01104 -0.26 0.15 0.34
H 0.00527 3.53196 0.29374 -0.16 -0.56 -0.30
H -3.00434 3.43660 0.24795 0.19 0.03 0.17
H -1.87097 3.81559 1.55017 -0.34 -0.21 -0.18
H -1.49514 1.57145 2.14061 -0.21 -0.06 -0.22
H -3.23828 1.75898 2.00582 0.16 0.01 -0.04
H 1.52483 0.06875 -3.47489 -0.07 0.20 -0.63
H 0.09657 0.41124 -4.47173 0.11 0.23 0.08
H 1.60653 1.38174 -4.72650 -0.23 -0.23 0.08
P -0.27594 -1.89718 -6.85097 -1.54 -0.28 0.19
P 2.03900 0.55983 -7.67423 0.24 1.00 -0.52
C -0.65875 -0.29717 -7.58981 -0.01 1.01 -0.91
C 0.26993 0.59375 -8.02145 -1.30 -0.04 -0.49
C -0.43804 -3.10090 -8.22128 0.30 -0.13 -0.30
C -1.48867 -2.95132 -9.13700 0.15 -0.14 -0.09
C -1.61483 -3.82646 -10.21698 0.15 -0.06 0.12
C -0.69500 -4.86718 -10.38760 0.13 0.13 0.41
C 0.34268 -5.03688 -9.45877 -0.23 0.03 -0.13
C 0.47775 -4.15729 -8.38076 -0.16 0.28 0.06
C -1.68349 -2.29001 -5.73766 -0.27 -0.08 0.07
C -2.32151 -1.26696 -5.01821 0.13 -0.22 -0.04
C -3.31381 -1.58130 -4.08795 -0.04 -0.18 -0.16
C -3.72933 -2.90872 -3.91345 0.32 0.30 -0.29
C -3.12534 -3.92373 -4.66077 0.06 0.17 0.01
C -2.08771 -3.62655 -5.54431 0.22 0.44 -0.11
C 2.83240 0.62704 -9.32381 -0.06 -0.01 -0.49
C 2.42148 -0.29450 -10.30951 0.14 0.52 0.20
C 2.77500 -0.08577 -11.64160 0.16 0.15 0.00
C 3.56228 1.01621 -12.00424 -0.09 -0.03 0.46
C 4.05331 1.87264 -11.01161 -0.03 -0.24 -0.05
C 3.70790 1.67120 -9.67294 -0.31 -0.17 -0.10
C 2.39677 2.20225 -6.93633 0.10 0.17 0.10
C 3.66671 2.42104 -6.35642 -0.52 0.01 -0.20
C 3.93714 3.62716 -5.71000 -0.09 -0.01 -0.16
C 2.95004 4.61618 -5.62320 -0.15 -0.30 -0.13
C 1.68945 4.39481 -6.18664 0.16 -0.09 -0.02
C 1.41382 3.19858 -6.85284 0.37 -0.10 0.04
H -1.73303 -0.10913 -7.73938 0.48 0.14 -0.27
H -0.02096 1.43672 -8.66688 -0.32 -0.32 0.40
H -2.20401 -2.14167 -9.00610 0.07 -0.18 -0.07
H -2.43451 -3.70164 -10.92508 0.22 -0.01 0.20
H -0.79306 -5.55362 -11.23242 0.04 0.24 0.31
H 1.04431 -5.86596 -9.57741 -0.20 0.32 0.06
H 1.28801 -4.27967 -7.65619 -0.22 0.02 -0.28
H -2.02725 -0.22656 -5.17914 -0.08 -0.28 0.18
H -3.76788 -0.77964 -3.50382 0.09 -0.25 -0.18
H -4.52262 -3.14114 -3.20264 0.24 0.05 -0.19
H -3.46411 -4.95410 -4.55765 0.15 0.24 0.04
H -1.57683 -4.42125 -6.09287 -0.26 0.16 0.16
H 1.79394 -1.13959 -10.02600 0.05 0.15 -0.13
H 2.42070 -0.77214 -12.40938 0.08 0.13 0.19
H 3.78548 1.21288 -13.05306 -0.01 -0.12 0.29
H 4.69377 2.71690 -11.27948 -0.21 -0.32 0.09
H 4.08593 2.34601 -8.90423 -0.20 -0.11 -0.30
H 4.43194 1.64429 -6.42522 -0.18 0.21 0.12
H 4.92558 3.79409 -5.27816 -0.33 -0.05 -0.09
H 3.15860 5.55462 -5.11107 -0.04 -0.25 -0.10
H 0.90592 5.14919 -6.10652 0.27 -0.16 -0.02
H 0.43652 3.04078 -7.30679 0.21 0.11 0.24
O 1.46533 1.55661 0.19194 0.62 -0.56 -0.40
S 1.99150 0.24007 -0.10462 -1.25 -1.06 -0.12
O 3.39779 0.00359 0.11822 -0.31 0.21 -0.33
N 1.46684 -0.35324 -1.55346 0.43 -0.36 -0.40
C 0.77170 -1.50840 -1.50821 1.35 2.14 -0.45
S 0.33871 -2.37365 -2.87793 -0.32 -0.45 0.04
C 0.43526 -1.85689 -0.12703 -0.48 -0.09 1.77
C -0.44040 -2.82002 0.37978 0.22 -0.02 -0.15
C -0.71898 -2.84935 1.75271 0.20 0.16 -0.02
C -0.13074 -1.91836 2.61904 0.10 0.10 -0.15
C 0.75455 -0.95123 2.12210 -0.04 -0.38 -0.20
C 1.02299 -0.95308 0.76512 -0.47 -0.38 0.79
H -0.88741 -3.53904 -0.30726 0.04 0.20 0.17
H -1.40080 -3.60355 2.15635 0.23 0.28 -0.18
H -0.36194 -1.93484 3.68386 0.02 -0.05 -0.25
H 1.24375 -0.20836 2.74768 -0.22 -0.17 0.08
```
Forces are in eV/Å.

---

A molecular structure, C42H42BN8Tl at a distorted geometry, computed with ωB97M-V/def2-TZVPD.

The value obtained for the HOMO energy is -6.837 eV. For the LUMO energy, the calculation gives -0.02 eV. As for the orbital gap: 6.817 eV. The largest force on an atom is 1.56 eV/Å. The calculation puts the total energy at -61524.9613 eV.

Structure (XYZ):
```
94
Properties=species:S:1:pos:R:3:forces:R:3
Tl 0.67227 0.40513 -0.13572 -0.19 -0.10 -0.85
C 4.68427 -0.75047 0.05738 -0.10 0.12 -0.06
C 4.02347 -0.24937 1.29278 -0.07 0.06 0.32
C 4.64247 -0.05477 2.53118 -0.15 0.07 0.13
C 3.62927 0.30843 3.39488 0.31 -0.02 -0.11
C 3.71567 0.67373 4.83478 -0.12 -0.09 -0.03
N 2.48117 0.31733 2.69028 0.38 0.11 0.58
N 2.72337 0.00643 1.40578 0.05 -0.04 -0.81
B 1.07377 0.36223 3.29978 -0.01 0.02 -0.58
N 0.30277 -0.89637 2.80408 -0.28 -0.03 0.48
N 0.41287 -1.36637 1.54678 0.03 -0.12 -0.80
C 0.06217 -2.64767 1.54598 -0.02 0.15 0.21
C 0.21697 -3.53447 0.36158 -0.01 0.13 -0.04
C -0.33883 -3.00817 2.83328 0.01 0.25 0.10
C -0.17293 -1.87317 3.60368 -0.13 -0.45 -0.12
C -0.45273 -1.71787 5.05598 0.16 0.11 0.01
N 0.39997 1.68063 2.92748 -0.13 0.22 0.59
N 0.37937 2.14493 1.67058 0.36 0.02 -0.70
C -0.28503 3.29423 1.66688 0.01 -0.14 0.20
C -0.56663 4.07383 0.43268 0.13 -0.11 0.00
C -0.68363 3.59563 2.97398 0.11 -0.25 0.10
C -0.22403 2.54673 3.74958 -0.19 0.31 -0.10
C -0.33853 2.35053 5.22038 0.05 -0.10 -0.03
H 5.55877 -1.33787 0.32978 0.04 -0.02 -0.01
H 3.99737 -1.37377 -0.50802 0.02 -0.06 -0.13
H 4.99997 0.07073 -0.58422 0.11 -0.11 -0.01
H 5.68357 -0.17387 2.75478 0.21 -0.02 0.10
H 4.75957 0.76703 5.12148 0.04 0.01 0.05
H 3.21247 1.62253 5.01198 0.01 0.06 0.11
H 3.24277 -0.08157 5.46178 0.01 0.01 0.10
H 1.15057 0.28073 4.47378 0.00 0.06 0.33
H 0.72817 -2.99597 -0.43102 0.02 -0.08 -0.09
H 0.80757 -4.40757 0.63658 0.04 -0.02 -0.01
H -0.74263 -3.89097 -0.01032 -0.08 -0.02 -0.07
H -0.68203 -3.96907 3.15378 -0.11 -0.25 0.15
H -1.00903 -2.58037 5.41438 -0.04 -0.01 0.00
H 0.47467 -1.64967 5.62288 0.02 0.05 0.11
H -1.03263 -0.81707 5.24578 -0.04 0.01 0.08
H -0.39003 3.46043 -0.44522 -0.02 0.00 -0.11
H -1.60533 4.40093 0.43608 -0.03 0.01 -0.09
H 0.06937 4.95633 0.37978 0.04 0.09 -0.04
H -1.23223 4.45683 3.29978 -0.10 0.16 0.11
H -0.90853 3.16553 5.65628 -0.04 0.06 0.03
H -0.83913 1.41293 5.45078 -0.05 -0.04 0.11
H 0.64617 2.32223 5.68618 0.01 0.00 0.08
N 0.08457 2.00853 -2.51592 0.03 0.15 0.05
C -1.21333 2.45003 -2.80022 -0.36 0.08 -0.15
C -1.42143 3.55873 -3.61572 0.04 -0.01 0.04
C -2.69753 3.96413 -3.95802 -0.04 0.10 0.07
C -3.79143 3.26303 -3.47972 -0.08 0.06 -0.06
C -3.58983 2.18123 -2.64682 0.10 -0.05 -0.11
C -2.31343 1.76043 -2.27022 0.35 0.40 -0.42
C -2.28673 0.70033 -1.26412 0.01 -0.29 0.76
C -3.10023 -0.52267 -1.50662 0.14 0.12 -0.03
C -4.08193 -1.11797 -0.47632 -0.39 0.17 -0.04
C -3.58743 -0.64527 0.85948 0.13 -0.09 0.15
C -2.43053 0.03473 1.00908 -0.48 -0.23 0.42
C -1.67573 0.69553 -0.04862 1.21 0.25 -0.93
H 0.79837 2.57403 -2.96202 -0.03 -0.23 -0.01
H 0.20337 1.03223 -2.75842 0.11 0.10 0.00
H -0.56203 4.09723 -3.99642 0.05 -0.01 -0.06
H -2.84023 4.82313 -4.59572 0.02 0.08 -0.08
H -4.79623 3.56173 -3.74132 -0.05 0.04 -0.02
H -4.44033 1.65203 -2.24592 -0.15 -0.08 0.07
H -3.47953 -0.58597 -2.52782 0.02 -0.06 0.01
H -5.15993 -0.98047 -0.60472 -0.01 0.01 0.00
H -4.19283 -0.88417 1.72238 0.02 -0.06 0.19
H -2.10373 0.25153 2.01778 0.06 0.02 0.18
C 4.12047 0.89353 -3.15372 0.00 0.14 0.10
C 3.96377 -0.04587 -4.15592 0.08 -0.02 -0.07
C 2.89117 -0.91187 -4.11532 -0.12 -0.04 0.12
C 1.96417 -0.87717 -3.06892 0.47 0.24 0.06
C 2.16527 0.03703 -2.02122 -0.89 0.25 1.25
C 3.22197 0.92993 -2.09522 -0.01 0.02 -0.24
C 0.76347 -1.72927 -3.13632 -0.57 -0.37 -0.12
C 0.47377 -2.66057 -4.14322 0.17 0.07 0.04
C -0.76003 -3.30177 -4.18412 -0.19 0.11 0.23
C -1.71533 -3.01107 -3.21232 0.70 0.29 0.21
C -3.09273 -3.49197 -3.11872 -0.39 -0.16 -0.02
C -3.92133 -3.22207 -2.09722 -0.10 -0.10 -0.08
C -3.48583 -2.51767 -0.84682 0.19 -0.25 0.26
C -2.21143 -1.75597 -1.15622 0.03 -0.19 -0.11
C -1.28763 -2.13597 -2.21292 -0.38 -0.29 -0.28
N -0.12713 -1.51347 -2.16762 0.23 -0.10 -0.24
H 4.94157 1.59453 -3.19212 0.08 0.08 0.01
H 4.66387 -0.09607 -4.97712 0.05 0.02 -0.06
H 2.75827 -1.61697 -4.92002 0.01 -0.06 -0.11
H 3.35237 1.67323 -1.32202 0.08 0.05 0.14
H 1.19977 -2.89007 -4.90802 0.03 0.01 -0.02
H -0.96983 -4.01577 -4.96982 -0.01 -0.01 -0.08
H -3.44583 -4.09587 -3.94552 -0.12 -0.02 -0.04
H -4.93023 -3.61367 -2.10932 -0.09 -0.10 -0.15
H -3.47543 -3.23647 -0.01892 0.09 0.01 0.01
H -1.62583 -1.55987 -0.26672 -0.25 -0.04 -0.11
```
Forces are in eV/Å.